Record 1
A molecular structure, C45H37EuF9N3O2PS, computed with ωB97M-V with the def2-TZVPD basis set.

```
99
Properties=species:S:1:pos:R:3:forces:R:3
Eu 11.65982 11.16382 12.53769 0.85 -0.80 0.38
C 13.20442 9.19285 9.40047 -0.59 1.32 0.19
C 12.94628 8.88787 10.88151 -0.75 -1.06 -1.23
C 11.74212 8.22607 11.29771 0.90 0.55 -0.92
C 11.54137 7.89900 12.62186 -0.31 -0.03 0.73
C 12.50182 8.26132 13.59089 -0.56 -0.44 -0.42
C 13.65474 8.89040 13.17881 0.27 0.14 0.41
C 13.91186 9.14905 11.83069 0.47 1.26 0.85
H 13.77366 8.41864 8.86490 -0.03 0.32 0.42
H 13.70605 10.19683 9.35209 -0.02 -1.07 -0.19
H 12.25663 9.35155 8.84095 0.43 -0.35 0.42
H 11.01345 7.93181 10.53365 0.25 0.19 0.32
H 10.62074 7.37104 12.89360 0.43 0.15 0.05
H 12.40587 8.00932 14.64090 -0.29 0.08 -0.15
H 14.32927 9.21550 13.96715 0.18 -0.14 -0.33
H 14.83991 9.71486 11.63690 -0.51 -0.56 -0.43
C 12.47633 15.40091 15.29704 0.46 0.98 -0.82
N 11.58881 14.24634 15.38492 0.12 2.66 1.74
C 10.70446 14.30637 16.41490 0.62 -0.99 0.06
C 9.76524 13.36642 16.50715 -1.16 -0.11 1.76
C 9.62663 12.48718 15.41863 -0.38 -2.48 -1.61
N 10.59437 12.36490 14.43963 -2.14 0.74 2.32
C 11.60180 13.26569 14.51617 1.86 -1.42 -3.43
O 12.56277 13.18237 13.65877 -1.45 -0.17 1.22
N 8.55757 11.61893 15.38144 -0.78 1.00 0.89
H 12.15836 16.09516 14.47917 0.24 -0.79 0.41
H 13.53086 15.11393 15.13836 -0.73 0.16 0.28
H 12.28861 15.94845 16.22375 0.75 -0.01 -0.23
H 10.92324 15.01613 17.19561 -0.22 0.20 -0.05
H 9.17992 13.28452 17.45512 0.19 0.06 -1.30
H 7.82128 11.72425 16.12442 1.30 -0.06 -0.92
H 8.12324 11.27148 14.52200 0.91 0.20 0.29
F 14.64403 16.32442 17.38527 -0.18 -1.06 1.32
C 14.89269 15.53293 18.49537 1.48 1.12 0.67
F 16.12652 15.95081 18.94950 -1.37 -0.43 -0.32
F 13.98672 15.86417 19.48325 0.96 -0.64 -1.61
C 14.93888 14.04575 18.14300 -0.18 0.17 -0.19
C 15.14654 13.68614 16.78845 -0.41 -0.40 1.89
C 14.88552 12.37334 16.46058 -0.54 -1.07 -0.43
C 14.37561 11.39449 17.37929 0.80 1.90 0.00
C 14.45829 11.73488 18.75251 -0.11 0.15 -0.39
C 14.76597 13.04798 19.13604 0.22 0.44 -0.75
P 13.64992 9.89384 16.65964 -0.10 0.27 -0.11
C 14.67606 8.64564 17.46280 0.46 -0.71 -0.07
C 15.87118 8.31335 16.76561 -0.52 0.67 1.04
C 16.76972 7.42770 17.28618 -0.72 -1.45 1.38
C 16.40823 6.71853 18.47228 -0.84 0.56 -0.05
C 15.22980 7.02355 19.17511 -0.23 0.32 -0.54
C 14.35746 8.01987 18.66301 0.87 -1.16 -0.71
C 17.22100 5.55732 18.94341 1.79 -1.84 1.24
F 16.74394 5.01608 20.13286 0.27 0.54 -2.00
F 18.51896 5.90396 19.24948 -1.32 -0.15 -0.75
F 17.31266 4.52585 17.99507 -0.42 1.79 1.57
C 12.00869 9.76477 17.47780 0.27 -0.35 1.46
C 11.29303 8.55776 17.32830 1.32 0.59 -1.58
C 9.99660 8.43046 17.71710 -1.53 1.20 1.93
C 9.39636 9.47258 18.53259 1.62 -0.15 -1.57
C 10.17278 10.61215 18.80554 -0.88 -0.21 0.65
C 11.47525 10.72502 18.33668 0.19 0.88 -0.79
C 7.95202 9.40249 18.91725 -0.77 1.40 0.49
F 7.76281 9.67783 20.24596 0.19 -0.92 -1.25
F 7.18708 10.40140 18.29339 0.88 -0.83 0.12
F 7.41721 8.24296 18.54555 -0.15 0.25 0.65
H 15.51282 14.35288 16.02548 -0.13 0.34 0.13
H 15.04660 12.14729 15.39607 -0.36 -0.36 0.51
H 14.21030 11.02017 19.54984 0.20 0.17 -0.51
H 14.93457 13.29112 20.19127 -0.55 0.05 -0.41
H 16.13558 8.82564 15.86638 -0.05 0.29 -0.57
H 17.66831 7.15872 16.76536 0.30 -0.01 -0.13
H 14.91165 6.47200 20.07553 0.48 0.25 -0.64
H 13.35626 8.10305 19.05069 0.01 0.36 0.51
H 11.82121 7.79535 16.73783 -0.63 -0.04 0.33
H 9.41474 7.55492 17.48362 0.01 -0.18 0.03
H 9.78885 11.45463 19.41338 0.01 -0.79 -0.30
H 12.02234 11.66184 18.56129 -0.37 -0.78 -0.19
O 11.22036 12.54166 10.81655 -0.60 -0.54 -1.19
S 10.20740 12.56116 9.63674 0.98 2.10 0.31
C 9.42182 14.16685 9.96419 -0.93 -0.22 -1.57
C 9.75157 15.09393 10.90787 1.15 -0.07 2.08
C 8.89493 16.17054 11.22002 1.11 -1.05 -0.48
C 7.80176 16.34123 10.45117 -0.64 -1.17 -1.06
C 7.53023 15.47281 9.37326 -0.61 0.90 0.09
C 8.34420 14.40254 9.09831 -0.32 -0.78 0.83
C 11.19335 13.10415 8.20953 1.00 0.09 -0.21
C 10.99120 12.75173 6.86480 -0.07 -0.34 0.12
C 11.89534 13.23409 5.91219 0.00 0.02 -1.08
C 12.89186 14.15701 6.23555 0.30 0.07 -0.27
C 13.11293 14.48386 7.56763 -0.24 0.06 0.83
C 12.28852 13.90931 8.54385 0.36 0.13 0.12
H 10.62388 14.93472 11.56094 -0.34 -0.08 -0.41
H 9.03687 16.81357 12.06062 0.49 0.19 0.38
H 7.06877 17.02451 10.76664 -0.81 1.05 -0.05
H 6.60510 15.67837 8.84120 0.24 -0.34 -0.22
H 8.06818 13.58703 8.42697 -0.11 0.57 -0.27
H 10.17992 12.09293 6.53218 0.32 0.24 0.31
H 11.86273 12.90737 4.83805 -0.40 0.32 1.29
H 13.50430 14.59294 5.42622 -0.33 -0.36 0.61
H 13.89435 15.17849 7.93784 -0.48 -0.59 -0.67
H 12.56411 14.06310 9.59043 -0.39 0.12 -0.29
```
Forces are in eV/Å.

Output
Gap between HOMO and LUMO (spin up / spin down): 7.660 / 7.682 eV
Maximum force: 4.1 eV/Å
<S²>: 15.76
M: 1037.80 g mol⁻¹
2S+1: 8
Net charge: +2
Lowest unoccupied orbital energy (spin up / spin down): -5.49 / -5.48 eV
HOMO energy (spin up / spin down): -13.2 / -13.2 eV

Atom charges from the Löwdin analysis, given in e for atoms 1 to 5: atom 1 (Eu): 1.68, atom 2 (C): -0.03, atom 3 (C): -0.32, atom 4 (C): -0.08, atom 5 (C): -0.10


Record 2
A molecular structure, C45H37N3O6S3SeTeW, computed with ωB97M-V with the def2-TZVPD basis set.

```
97
Properties=species:S:1:pos:R:3:forces:R:3
W 0.35384 -0.10259 0.65796 0.33 -1.11 -1.43
S -0.17333 -2.41205 -0.84168 0.44 0.29 0.08
C -1.33106 -3.42126 -0.08128 -0.06 -0.09 0.17
N -2.42953 -3.12207 0.53809 -0.04 -0.02 -0.02
C -3.11648 -4.24235 0.95455 0.08 0.04 0.00
C -4.33897 -4.21909 1.62876 0.04 -0.01 0.02
C -4.93650 -5.41208 1.99653 0.02 0.03 0.01
C -4.33315 -6.63803 1.70078 0.01 0.00 -0.01
C -3.12348 -6.67985 1.02322 0.02 0.00 0.00
C -2.52069 -5.48285 0.65228 -0.01 0.02 -0.01
S -1.03394 -5.18691 -0.18633 -0.01 0.02 0.02
H -4.78560 -3.26090 1.86353 0.01 -0.01 0.00
H -5.88166 -5.39639 2.52840 0.03 0.00 -0.02
H -4.81264 -7.56315 2.00138 0.01 0.02 -0.01
H -2.65369 -7.62975 0.79193 -0.02 0.03 0.01
O 1.11793 0.17687 -3.63159 0.14 0.08 0.03
S 0.63799 0.78075 -2.41103 -0.25 -0.34 -0.10
O -0.69955 0.47106 -1.97895 0.09 0.11 -0.28
N 1.55146 0.41062 -1.13038 -0.34 0.29 0.27
C 2.79115 1.00336 -0.98342 0.16 -0.15 -0.14
C 3.59319 1.49852 -1.99305 0.02 0.00 0.00
C 4.83435 2.08671 -1.68697 0.01 -0.01 -0.01
C 5.29186 2.17277 -0.40065 0.01 -0.02 -0.01
C 4.50216 1.65725 0.65316 -0.09 0.01 -0.10
C 4.88378 1.70067 2.00983 0.03 0.00 0.10
C 4.04928 1.18680 2.95418 0.05 0.05 0.04
C 2.83575 0.60388 2.55961 -0.06 0.13 0.02
N 2.45070 0.52870 1.30664 -0.11 0.25 0.10
C 3.25872 1.07288 0.35417 0.07 0.06 -0.03
C 0.69832 2.54411 -2.69886 -0.02 0.00 -0.04
C 0.60560 2.96957 -4.01728 0.04 -0.01 -0.04
C 0.51505 4.32720 -4.28981 -0.01 -0.01 -0.03
C 0.52262 5.24671 -3.24923 -0.02 0.00 0.00
C 0.62050 4.80756 -1.93656 -0.01 0.00 0.02
C 0.70305 3.45175 -1.65135 0.00 -0.02 0.08
H 3.26809 1.42274 -3.02205 0.02 0.00 0.01
H 5.43762 2.47569 -2.49943 -0.01 0.00 0.00
H 6.24907 2.62700 -0.17155 -0.02 -0.01 -0.01
H 5.83351 2.14915 2.27989 -0.01 0.00 0.00
H 4.29210 1.21945 4.00710 0.00 0.00 0.00
H 2.16719 0.17742 3.28964 -0.04 -0.02 0.07
H 0.60623 2.23336 -4.81134 -0.01 0.03 0.03
H 0.43327 4.66551 -5.31654 0.00 -0.01 0.01
H 0.44370 6.30699 -3.46277 0.01 -0.01 0.00
H 0.61729 5.51776 -1.11873 0.00 -0.01 0.00
H 0.74294 3.09683 -0.62514 -0.01 0.02 -0.02
C 5.73688 -1.85977 0.25667 0.02 -0.01 -0.02
C 5.68601 -2.09527 1.62396 -0.02 -0.01 0.06
C 4.46219 -2.26194 2.25636 -0.03 -0.02 -0.02
C 3.25514 -2.17795 1.55092 0.11 -0.17 0.01
C 3.32838 -1.98432 0.16836 0.21 -0.25 0.09
C 4.55164 -1.81901 -0.46577 -0.04 -0.08 -0.05
C 1.98494 -2.32548 2.28557 -0.08 0.02 -0.12
C 0.78027 -1.73984 2.06836 0.43 0.20 0.18
C -0.29813 -2.27716 2.96638 -0.11 -0.04 -0.13
C -1.27593 -1.48910 3.58145 0.03 -0.05 0.01
C -2.22474 -2.05257 4.42444 0.02 0.05 -0.03
C -2.24792 -3.41980 4.65686 -0.06 -0.03 0.00
C -1.31516 -4.22547 4.02169 0.03 -0.01 -0.06
C -0.35978 -3.66051 3.18914 -0.04 0.03 -0.01
H 6.68956 -1.71508 -0.24092 -0.03 0.00 0.01
H 6.60300 -2.14087 2.20260 -0.03 0.00 -0.01
H 4.42817 -2.43477 3.32853 0.00 0.01 -0.03
H 2.41773 -1.98309 -0.40590 -0.14 0.01 -0.10
H 4.57227 -1.65063 -1.53689 -0.01 0.01 0.02
H 2.07746 -2.99657 3.14084 0.00 -0.04 -0.01
H -1.32216 -0.42673 3.40243 0.04 0.10 -0.04
H -2.96414 -1.40631 4.88466 0.02 -0.01 -0.01
H -3.01068 -3.85845 5.29130 0.02 0.01 -0.01
H -1.34984 -5.30238 4.14516 0.00 0.00 -0.01
H 0.33008 -4.30309 2.65650 0.00 -0.01 0.00
C -3.33144 4.38905 -4.68435 0.03 -0.01 0.00
C -3.28711 3.43557 -3.51875 -0.01 -0.01 0.00
C -3.11087 3.89177 -2.22593 0.04 -0.03 0.03
C -3.07224 3.02533 -1.12750 0.00 -0.03 -0.03
C -2.82043 3.62819 0.22095 0.01 -0.03 0.02
C -3.21571 1.64696 -1.34395 -0.01 -0.04 -0.13
Te -3.32395 0.20020 0.22594 0.02 0.08 0.22
C -3.39683 1.16668 -2.65906 -0.02 -0.05 0.02
C -3.52302 -0.30103 -2.98991 0.04 0.02 -0.02
C -3.43471 2.06786 -3.71583 0.03 0.00 -0.02
H -2.95198 5.37203 -4.39987 -0.01 -0.02 0.00
H -4.35447 4.51422 -5.05223 0.02 0.00 0.00
H -2.72471 4.01955 -5.51524 -0.02 0.01 0.03
H -2.97587 4.95543 -2.05056 0.00 -0.01 0.00
H -3.02416 4.70176 0.20660 0.00 -0.04 0.00
H -1.78277 3.47313 0.51183 0.09 -0.02 0.04
H -3.39951 3.15219 1.00769 -0.03 -0.04 0.05
H -2.74064 -0.88144 -2.50055 -0.01 0.02 -0.03
H -3.44331 -0.44406 -4.07040 0.00 0.01 0.03
H -4.48245 -0.70490 -2.65993 0.02 -0.01 0.01
H -3.55013 1.68602 -4.72740 -0.01 0.01 0.04
O 0.14057 1.89722 0.79834 -0.10 -0.08 0.38
Se -0.12556 1.85485 2.57982 -0.09 0.55 0.91
O -1.69642 2.23105 2.83845 -0.07 0.17 -0.12
O -1.50349 -0.26235 0.75794 -0.84 0.19 0.06
O 0.85801 3.07061 3.08555 0.09 0.02 -0.04
```
Forces are in eV/Å.

Output
Gap between HOMO and LUMO (spin up / spin down): 5.281 / 6.225 eV
Maximum force: 1.8 eV/Å
<S²>: 2.02
M: 1202.41 g mol⁻¹
2S+1: 3
Net charge: -2
Lowest unoccupied orbital energy (spin up / spin down): 4.09 / 4.09 eV
HOMO energy (spin up / spin down): -1.2 / -2.1 eV

Atom charges from the Löwdin analysis, given in e for atoms 1 to 5: atom 1 (W): 1.40, atom 2 (S): 0.60, atom 3 (C): -1.06, atom 4 (N): 0.03, atom 5 (C): -0.33